C9H7NO2 | ωB97M-V/def2-TZVPD

The geometry in ORCA input format:
```
! wB97M-V def2-TZVPD RIJCOSX def2/J DEFGRID3
* xyz 0 1
O -2.83740 -0.10144 -0.76572
C -1.57925 0.44564 -0.63334
C -1.34315 1.78497 -0.81181
C -0.07276 2.41992 -0.62143
C 1.00481 1.59561 -0.31576
O 2.22807 2.14486 -0.07811
C 0.76901 0.20523 0.01949
N 1.85451 -0.49038 0.45711
C 1.64197 -1.71750 0.87462
C 0.42758 -2.44678 0.72570
C -0.61844 -1.76879 0.24963
C -0.50540 -0.38804 -0.10561
H -2.83267 -0.82702 -0.11492
H -2.27132 2.38121 -1.03763
H 0.11141 3.52233 -0.56132
H 2.65028 1.27092 0.26196
H 2.55177 -2.24884 1.25954
H 0.42870 -3.47705 1.08530
H -1.60771 -2.30486 0.11230
*
```

Output
- M: 161.160 g mol⁻¹
- Lowest unoccupied orbital energy: 0.0 eV
- SMILES string: Oc1ccc(O)c2ncccc12
- ΔE to the lowest compared entry with this formula, charge and spin: 27.47 kcal per mole
- Total energy: -552.38344 Ha